{"formula": "C8H4NO5PrS", "method": "the ωB97M-V functional and the def2-TZVPD basis", "e_lumo_ev": [-9.25, -9.24], "max_force_ev_per_a": 5.4, "e_homo_ev": [-15.188, -15.577], "spin_multiplicity": 3, "orbital_gap_ev": [5.941, 6.341], "total_charge": 2, "elements": ["O", "C", "Pr", "C", "O", "C", "O", "C", "O", "C", "O", "H", "S", "C", "C", "N", "C", "H", "H", "H"], "coordinates": [[-0.074, 4.282, -1.444], [-0.116, 3.144, -1.325], [-0.314, 0.311, -0.504], [-0.119, -1.931, -1.613], [-0.025, -3.082, -1.875], [0.018, -0.759, -2.955], [0.063, -1.208, -4.069], [2.042, -0.047, -1.604], [3.044, -0.178, -2.151], [-2.737, -0.027, -1.492], [-3.782, -0.193, -1.944], [-0.226, 0.376, -2.690], [-0.970, -0.047, 3.976], [0.765, -0.079, 3.998], [1.271, -0.108, 2.731], [0.299, -0.121, 1.707], [-0.946, -0.070, 2.238], [1.335, -0.078, 4.925], [2.328, -0.121, 2.473], [-1.856, -0.064, 1.621]], "mulliken_spin": [0.002, -0.001, 2.349, -0.145, -0.090, -0.111, -0.041, 0.007, 0.017, 0.004, 0.011, 0.001, 0.001, -0.002, 0.002, -0.006, 0.005, 0.000, 0.001, -0.004]}

---

{"formula": "C24H31As2CoF6N7O4PS2", "method": "the ωB97M-V functional and the def2-TZVPD basis", "e_lumo_ev": [-2.70, -2.29], "max_force_ev_per_a": 1.4, "e_homo_ev": [-11.428, -11.572], "spin_multiplicity": 2, "orbital_gap_ev": [8.726, 9.282], "total_charge": 1, "elements": ["Co", "C", "N", "C", "C", "N", "C", "P", "C", "N", "C", "C", "N", "C", "C", "N", "C", "C", "N", "C", "H", "H", "H", "H", "H", "H", "H", "H", "H", "H", "H", "H", "H", "H", "H", "F", "C", "F", "F", "S", "O", "O", "N", "S", "O", "O", "C", "F", "F", "F", "C", "As", "C", "C", "C", "C", "C", "C", "C", "As", "C", "C", "H", "H", "H", "H", "H", "H", "H", "H", "H", "H", "H", "H", "H", "H", "H", "H"], "coordinates": [[-0.200, -0.212, -0.035], [1.159, -5.487, 1.341], [0.455, -4.453, 0.588], [-0.463, -4.673, -0.400], [-0.859, -3.439, -0.834], [-0.202, -2.473, -0.130], [0.588, -3.105, 0.723], [1.734, -2.332, 1.915], [2.486, -1.136, 0.776], [1.815, -0.454, -0.137], [2.715, 0.379, -0.747], [3.947, 0.172, -0.206], [3.791, -0.788, 0.757], [4.844, -1.294, 1.632], [0.579, -1.138, 2.647], [-0.465, -0.632, 2.015], [-1.069, 0.224, 2.907], [-0.384, 0.211, 4.080], [0.656, -0.664, 3.906], [1.721, -0.914, 4.870], [0.812, -6.457, 0.998], [0.951, -5.394, 2.404], [2.232, -5.418, 1.176], [-0.751, -5.664, -0.703], [-1.567, -3.202, -1.607], [2.419, 1.081, -1.505], [4.899, 0.630, -0.410], [5.758, -0.749, 1.418], [5.013, -2.355, 1.457], [4.579, -1.136, 2.675], [-1.936, 0.805, 2.652], [-0.532, 0.749, 5.000], [1.406, -0.544, 5.840], [2.627, -0.389, 4.571], [1.919, -1.981, 4.945], [-1.584, 4.210, -1.741], [-0.449, 4.495, -1.109], [0.554, 4.478, -1.985], [-0.530, 5.691, -0.558], [-0.199, 3.185, 0.155], [0.069, 2.014, -0.695], [-1.409, 3.084, 0.928], [1.027, 3.793, 0.932], [1.545, 2.972, 2.193], [1.475, 1.541, 1.968], [1.122, 3.464, 3.466], [3.349, 3.345, 2.123], [3.619, 4.532, 2.636], [3.977, 2.408, 2.846], [3.815, 3.296, 0.877], [-3.788, 1.295, 0.918], [-2.615, 0.252, -0.215], [-3.654, -1.394, -0.208], [-3.009, 0.844, -2.028], [-4.261, 1.353, -2.365], [-4.550, 1.706, -3.673], [-3.588, 1.548, -4.662], [-2.348, 1.027, -4.335], [-2.047, 0.676, -3.021], [-0.338, -0.151, -2.590], [0.907, 0.954, -3.586], [-0.401, -1.658, -3.816], [-4.710, 1.509, 0.386], [-3.307, 2.222, 1.220], [-4.023, 0.688, 1.791], [-4.708, -1.143, -0.321], [-3.500, -1.919, 0.734], [-3.351, -2.039, -1.029], [-5.028, 1.475, -1.613], [-5.526, 2.103, -3.920], [-3.805, 1.827, -5.685], [-1.608, 0.900, -5.117], [0.527, 1.124, -4.591], [1.859, 0.429, -3.654], [1.042, 1.907, -3.079], [-0.475, -1.276, -4.832], [-1.261, -2.291, -3.609], [0.510, -2.247, -3.715]], "mulliken_spin": [0.967, 0.000, 0.000, 0.002, -0.002, 0.040, -0.010, 0.000, 0.005, -0.003, 0.005, 0.001, -0.001, 0.000, 0.016, -0.011, 0.004, 0.000, 0.001, -0.001, 0.000, 0.000, 0.000, 0.000, 0.002, -0.002, 0.000, 0.000, 0.000, 0.000, 0.000, 0.000, 0.000, 0.000, 0.000, 0.000, 0.003, 0.000, 0.000, 0.008, 0.005, 0.001, 0.000, 0.002, 0.008, 0.000, 0.000, 0.000, 0.000, 0.000, -0.005, -0.024, -0.002, -0.008, 0.002, -0.001, 0.000, -0.002, 0.012, -0.012, 0.005, -0.002, -0.001, 0.000, 0.000, -0.002, 0.000, 0.000, 0.000, 0.000, 0.000, 0.000, 0.000, 0.000, 0.000, -0.001, 0.000, 0.000]}

---

{"formula": "C36H38N4O2TeY", "method": "the ωB97M-V functional and the def2-TZVPD basis", "e_lumo_ev": -3.56, "max_force_ev_per_a": 0.6, "e_homo_ev": -8.679, "orbital_gap_ev": 5.116, "total_charge": 1, "elements": ["Y", "C", "C", "C", "C", "C", "N", "C", "C", "C", "N", "C", "C", "C", "C", "C", "C", "C", "C", "N", "C", "C", "C", "N", "C", "C", "C", "C", "O", "C", "O", "H", "H", "H", "H", "H", "H", "H", "H", "H", "H", "H", "H", "H", "H", "H", "H", "H", "H", "H", "H", "H", "H", "H", "H", "H", "H", "H", "H", "C", "C", "C", "C", "C", "C", "H", "H", "H", "H", "H", "Te", "C", "C", "C", "C", "C", "C", "H", "H", "H", "H", "H"], "coordinates": [[0.091, -0.899, -0.614], [-3.632, 3.868, -4.478], [-2.649, 3.322, -3.478], [-2.530, 3.788, -2.209], [-1.610, 3.259, -1.242], [-1.702, 3.925, -0.011], [-1.109, 3.862, 1.161], [-0.016, 3.015, 1.681], [0.341, 3.454, 3.098], [-0.489, 2.894, 4.260], [-0.795, 1.447, 4.194], [-0.068, 0.497, 3.689], [1.317, 0.586, 3.381], [2.302, 1.143, 4.228], [3.615, 1.162, 3.849], [4.717, 1.676, 4.737], [3.916, 0.650, 2.561], [2.991, 0.123, 1.695], [3.454, -0.337, 0.370], [2.722, -0.637, -0.623], [3.439, -1.206, -1.777], [3.028, -0.631, -3.125], [1.633, -1.018, -3.612], [0.612, -0.244, -2.896], [0.029, 0.692, -3.525], [-0.874, 1.699, -2.956], [-1.746, 2.292, -3.828], [-0.783, 2.124, -1.577], [-0.039, 1.533, -0.743], [1.632, 0.046, 2.116], [0.686, -0.403, 1.384], [-4.221, 4.677, -4.048], [-4.324, 3.094, -4.815], [-3.124, 4.259, -5.361], [-3.166, 4.612, -1.899], [-2.443, 4.719, -0.013], [-1.448, 4.552, 1.813], [0.849, 3.120, 1.033], [-0.325, 1.977, 1.609], [0.251, 4.542, 3.187], [1.396, 3.252, 3.250], [-1.471, 3.366, 4.287], [-0.005, 3.137, 5.204], [-1.759, 1.205, 4.385], [-0.599, -0.417, 3.432], [2.018, 1.517, 5.208], [4.316, 2.200, 5.604], [5.368, 2.366, 4.199], [5.340, 0.858, 5.104], [4.952, 0.679, 2.232], [4.541, -0.433, 0.289], [3.222, -2.278, -1.752], [4.518, -1.090, -1.645], [3.747, -0.997, -3.861], [3.113, 0.460, -3.118], [1.459, -2.082, -3.429], [1.544, -0.846, -4.688], [0.218, 0.799, -4.598], [-1.741, 1.942, -4.858], [-5.103, -1.315, -0.044], [-4.564, -0.073, -0.354], [-3.186, 0.064, -0.504], [-2.270, -0.997, -0.354], [-2.874, -2.226, -0.022], [-4.248, -2.396, 0.120], [-6.173, -1.441, 0.063], [-5.217, 0.783, -0.490], [-2.835, 1.061, -0.755], [-2.252, -3.103, 0.130], [-4.651, -3.373, 0.360], [1.190, -3.478, 0.431], [0.579, -5.318, -0.393], [1.509, -6.130, -1.042], [1.126, -7.360, -1.566], [-0.188, -7.793, -1.452], [-1.117, -6.991, -0.804], [-0.736, -5.764, -0.273], [2.536, -5.803, -1.137], [1.859, -7.983, -2.063], [-0.484, -8.753, -1.857], [-2.143, -7.323, -0.705], [-1.466, -5.159, 0.248]], "lowdin_charge": [1.219, -0.037, -0.251, 0.013, -0.114, 0.001, 0.084, -0.131, -0.143, -0.117, 0.104, 0.026, -0.142, 0.004, -0.252, -0.040, 0.043, -0.090, -0.094, -0.033, -0.231, -0.164, -0.197, -0.053, -0.075, -0.110, 0.047, -0.317, -0.105, -0.312, -0.267, 0.080, 0.089, 0.086, 0.122, 0.140, 0.143, 0.136, 0.102, 0.127, 0.102, 0.126, 0.128, 0.167, 0.168, 0.132, 0.079, 0.084, 0.090, 0.132, 0.131, 0.081, 0.115, 0.121, 0.120, 0.121, 0.116, 0.138, 0.137, -0.106, -0.113, -0.163, -0.258, -0.164, -0.102, 0.099, 0.092, 0.053, 0.039, 0.100, 0.810, -0.682, -0.176, -0.098, -0.100, -0.094, -0.167, 0.079, 0.100, 0.100, 0.101, 0.069]}

---

{"formula": "C8H30B2O31", "method": "the ωB97M-V functional and the def2-TZVPD basis", "e_lumo_ev": 2.93, "max_force_ev_per_a": 4.9, "e_homo_ev": -5.824, "orbital_gap_ev": 8.755, "total_charge": -2, "elements": ["O", "C", "O", "B", "O", "C", "O", "O", "C", "O", "C", "O", "O", "O", "C", "O", "B", "O", "C", "O", "O", "C", "O", "C", "O", "O", "O", "H", "H", "O", "H", "H", "O", "H", "H", "O", "H", "H", "O", "H", "H", "O", "H", "H", "O", "H", "H", "O", "H", "H", "O", "H", "H", "O", "H", "H", "O", "H", "H", "O", "H", "H", "O", "H", "H", "O", "H", "H", "O", "H", "H"], "coordinates": [[14.419, 1.753, -32.994], [15.136, 2.693, -33.345], [14.874, 3.555, -34.329], [15.936, 4.602, -34.354], [16.777, 4.277, -33.186], [16.350, 3.156, -32.620], [16.926, 2.517, -31.763], [15.334, 5.960, -34.358], [15.952, 6.648, -35.297], [15.842, 7.887, -35.503], [16.890, 5.693, -36.113], [16.754, 4.497, -35.597], [17.576, 5.975, -37.130], [17.156, -3.849, -39.504], [17.359, -3.273, -38.405], [18.088, -3.696, -37.412], [17.976, -2.835, -36.236], [16.990, -1.822, -36.694], [16.693, -2.024, -37.938], [15.909, -1.328, -38.613], [17.547, -3.570, -35.028], [18.564, -3.567, -34.146], [18.600, -4.063, -33.020], [19.707, -2.646, -34.704], [19.284, -2.191, -35.833], [20.722, -2.362, -34.108], [10.595, 1.314, -42.727], [11.133, 2.106, -42.743], [10.766, 0.925, -41.869], [25.204, -0.089, -37.308], [25.818, -0.528, -36.720], [24.666, 0.454, -36.731], [16.925, -9.283, -37.089], [16.752, -8.605, -37.742], [16.624, -10.094, -37.499], [24.922, -3.110, -27.942], [25.812, -3.147, -27.592], [24.864, -2.251, -28.360], [13.592, -4.779, -45.657], [13.560, -3.828, -45.757], [13.694, -4.918, -44.716], [11.917, -3.941, -35.758], [11.363, -3.327, -36.240], [12.443, -3.388, -35.181], [18.265, -1.875, -26.077], [19.191, -1.916, -25.836], [18.259, -1.449, -26.934], [17.859, -6.378, -47.375], [17.790, -7.332, -47.332], [17.307, -6.066, -46.658], [9.663, 0.594, -37.297], [8.969, 0.946, -36.739], [10.274, 1.323, -37.407], [18.963, -7.701, -25.030], [19.541, -7.595, -24.274], [18.952, -6.839, -25.446], [24.140, 1.857, -29.198], [24.888, 2.163, -29.711], [23.395, 1.929, -29.795], [22.851, -7.053, -28.976], [23.233, -6.199, -28.773], [22.036, -6.848, -29.436], [22.414, -2.701, -40.492], [21.782, -3.302, -40.097], [22.837, -2.275, -39.747], [14.155, 0.082, -46.149], [14.981, 0.496, -45.900], [13.540, 0.342, -45.462], [14.364, -6.499, -30.514], [14.480, -7.325, -30.982], [15.210, -6.058, -30.592]], "lowdin_charge": [0.114, -0.369, 0.218, -0.832, 0.228, -0.394, 0.134, 0.228, -0.340, 0.064, -0.350, 0.229, 0.071, 0.079, -0.367, 0.240, -0.810, 0.249, -0.395, 0.097, 0.220, -0.334, 0.099, -0.422, 0.228, 0.116, -0.058, 0.027, 0.032, -0.055, 0.024, 0.032, -0.053, 0.032, 0.021, -0.053, 0.025, 0.030, -0.058, 0.027, 0.031, -0.058, 0.024, 0.033, -0.058, 0.023, 0.035, -0.056, 0.025, 0.030, -0.056, 0.024, 0.032, -0.055, 0.024, 0.031, -0.058, 0.024, 0.035, -0.058, 0.023, 0.033, -0.057, 0.029, 0.027, -0.056, 0.030, 0.026, -0.057, 0.025, 0.032]}

---

{"formula": "C20H32F2N2O7S2", "method": "the ωB97M-V functional and the def2-TZVPD basis", "e_lumo_ev": [2.49, 2.47], "max_force_ev_per_a": 2.5, "e_homo_ev": [-6.061, -6.063], "spin_multiplicity": 2, "orbital_gap_ev": [8.549, 8.533], "total_charge": -1, "elements": ["C", "C", "C", "C", "C", "C", "C", "C", "C", "O", "C", "C", "O", "C", "C", "C", "C", "N", "O", "C", "C", "C", "C", "C", "H", "H", "H", "H", "H", "H", "H", "H", "H", "H", "H", "H", "H", "H", "H", "H", "H", "H", "H", "H", "H", "H", "H", "H", "H", "H", "H", "H", "H", "H", "H", "H", "N", "S", "O", "O", "F", "S", "O", "O", "F"], "coordinates": [[4.432, -2.424, -0.313], [3.887, -1.232, 0.440], [4.265, -0.942, 1.726], [3.704, 0.143, 2.386], [2.781, 0.951, 1.783], [2.158, 2.141, 2.505], [2.679, 2.331, 3.943], [2.381, 3.481, 1.734], [2.393, 0.658, 0.477], [1.434, 1.471, -0.091], [0.392, 0.772, -0.769], [-0.778, 0.318, 0.123], [-0.382, -0.253, 1.367], [-1.806, 1.454, 0.391], [-3.271, 0.995, 0.594], [-4.185, 1.364, -0.604], [-3.849, 1.812, 1.796], [-3.420, -0.429, 0.965], [-3.150, -0.672, 2.199], [-2.783, -1.355, 0.000], [-2.331, -2.633, 0.739], [-3.778, -1.865, -1.107], [-1.523, -0.778, -0.695], [2.954, -0.411, -0.155], [5.065, -2.100, -1.145], [4.936, -3.122, 0.361], [3.598, -2.972, -0.769], [4.979, -1.582, 2.241], [4.023, 0.312, 3.410], [1.083, 1.920, 2.587], [2.282, 3.277, 4.332], [2.361, 1.542, 4.633], [3.771, 2.421, 3.916], [1.408, 3.862, 1.406], [2.876, 4.224, 2.364], [2.954, 3.293, 0.822], [-0.026, 1.483, -1.492], [0.732, -0.085, -1.358], [-0.466, 0.443, 2.027], [-1.476, 2.129, 1.193], [-1.801, 2.079, -0.514], [-5.220, 1.164, -0.309], [-4.071, 2.443, -0.742], [-3.893, 0.820, -1.506], [-4.073, 2.830, 1.466], [-3.068, 1.860, 2.560], [-4.698, 1.303, 2.260], [-1.947, -3.368, 0.022], [-3.158, -3.085, 1.298], [-1.513, -2.432, 1.436], [-3.997, -2.921, -0.925], [-4.699, -1.279, -1.037], [-3.315, -1.783, -2.094], [-1.760, -0.369, -1.685], [-0.779, -1.564, -0.866], [2.628, -0.673, -1.158], [0.736, -0.931, -5.207], [1.776, -1.775, -4.366], [1.965, -3.131, -4.765], [1.825, -1.495, -2.963], [3.112, -1.090, -4.895], [-0.756, -1.381, -4.989], [-1.634, -0.845, -5.975], [-1.235, -1.391, -3.638], [-0.730, -2.928, -5.372]], "mulliken_spin": [0.000, 0.000, 0.000, 0.000, -0.001, 0.000, 0.000, 0.000, 0.000, 0.000, 0.005, 0.011, 0.008, 0.017, 0.016, 0.011, 0.004, 0.354, 0.557, 0.037, -0.003, 0.015, -0.007, 0.001, 0.000, 0.000, 0.000, 0.000, 0.000, 0.000, 0.000, 0.000, 0.000, 0.000, 0.000, 0.000, 0.002, -0.002, -0.008, -0.001, -0.002, -0.005, 0.000, -0.001, 0.000, 0.004, -0.007, -0.001, -0.003, 0.007, 0.000, -0.011, 0.002, -0.001, 0.003, 0.000, 0.000, 0.000, 0.000, 0.000, 0.000, 0.000, 0.000, 0.000, 0.000]}